Version a
The following is a quantum chemistry calculation of C4H9N2O as an isolated structure, from OMol25.

Calculated values
LUMO: 2.48 eV
highest occupied orbital energy: -0.094 hartree
multiplicity: 1
M: 101.1 g mol⁻¹
net charge: -1

Last column: Mulliken charge in e.
Atoms and positions in Å:
H 0.40493 -0.27416 3.00402  0.32
H -1.18699 -1.74949 -3.22478  0.23
O -1.16505 0.78255 -1.99253  -0.87
N 1.55248 1.24678 2.34236  -0.55
C 1.21665 -0.09970 2.30630  0.05
H -0.75577 -0.94789 -0.95380  0.07
C -1.51572 -0.41229 -1.57025  -0.07
H 1.22132 -2.18010 1.80633  0.24
H -2.48545 -0.72597 -3.28347  0.27
H 0.06014 1.98588 0.93344  0.27
H -2.46016 -0.36678 -0.93196  0.15
H 2.07527 -0.95002 0.57249  0.19
C 1.56832 -1.18698 1.52305  -0.62
H 1.63804 1.33496 0.21695  0.29
N -1.97081 -1.38002 -2.68818  -0.75
C 1.02032 1.45660 1.11120  -0.21

---

Version b
The following is a quantum chemistry calculation of a 2-piece molecular cluster, C4H9N2O overall, from OMol25.

Calculated values
LUMO: 4.23 eV
highest occupied orbital energy: -0.108 hartree
multiplicity: 1
M: 101.1 g mol⁻¹
net charge: -1

Last column: Mulliken charge in e.
Atoms and positions in Å:
H 1.96523 -0.43673 0.75895  0.23
H 2.95904 -0.77205 -1.95629  0.24
H 2.98147 0.63459 -0.21668  0.31
H -2.51177 -1.63000 -0.85742  0.29
N 2.52048 -1.16569 -1.13205  -0.74
H -0.46580 1.88156 0.32972  0.26
C -1.09174 1.76214 1.21654  -0.20
C 2.08149 -0.02978 -0.27721  -0.46
H 1.67025 -1.61232 -1.46130  0.29
O 0.98105 0.60597 -0.69908  -0.83
H -3.59312 -0.65721 0.31898  0.29
H -1.18343 2.56484 1.94045  0.27
C -1.53376 -0.33381 0.46311  0.32
N -1.66918 0.66179 1.45422  -0.59
H -0.50711 -0.52480 0.13776  0.21
C -2.60309 -0.94850 -0.01971  -0.89

---

Most stable to least stable: version b, version a

---

Version a
The following is a quantum chemistry calculation of a 2-piece molecular cluster, H4O2 overall, from OMol25.

Calculated values
LUMO: 0.64 eV
highest occupied orbital energy: -0.412 hartree
multiplicity: 1
M: 36.0 g mol⁻¹
SMILES: O.O

Last column: Mulliken charge in e.
Atoms and positions in Å:
H 2.14435 -0.61207 0.34202  0.32
O 1.84760 0.11764 -0.24088  -0.65
H -2.22375 -0.38798 -0.01364  0.31
O -1.40608 0.02056 -0.26246  -0.67
H -1.23095 0.78921 0.40580  0.35
H 0.86884 0.07264 -0.23083  0.34

---

Version b
The following is a quantum chemistry calculation of a 2-piece molecular cluster, H4O2 overall, from OMol25.

Calculated values
LUMO: 0.54 eV
highest occupied orbital energy: -0.403 hartree
multiplicity: 1
M: 36.0 g mol⁻¹
SMILES: O.O

Last column: Mulliken charge in e.
Atoms and positions in Å:
O 1.61791 -0.17063 -0.12524  -0.66
H 1.62635 0.79901 -0.08789  0.29
H -1.66678 0.46014 0.42965  0.34
O -1.16033 -0.06490 -0.26836  -0.72
H -1.05386 -0.86434 0.28705  0.36
H 0.63671 -0.15929 -0.23522  0.38

---

Most stable to least stable: version a, version b

---

Version a
The following is a quantum chemistry calculation of a 2-piece molecular cluster, H4O2 overall, from OMol25.

Calculated values
LUMO: 0.72 eV
highest occupied orbital energy: -0.393 hartree
multiplicity: 1
M: 36.0 g mol⁻¹
SMILES: O.O

Last column: Mulliken charge in e.
Atoms and positions in Å:
H 1.66050 0.87597 0.60147  0.34
O 1.29190 0.04880 0.28236  -0.73
H -1.70055 0.15641 -1.15875  0.31
H -0.35335 0.10826 -0.24369  0.42
H 1.03273 -0.54161 1.03324  0.35
O -1.37182 -0.12368 -0.31139  -0.69

---

Version b
The following is a quantum chemistry calculation of a 2-piece molecular cluster, H4O2 overall, from OMol25.

Calculated values
LUMO: 0.68 eV
highest occupied orbital energy: -0.399 hartree
multiplicity: 1
M: 36.0 g mol⁻¹
SMILES: O.O

Last column: Mulliken charge in e.
Atoms and positions in Å:
H -1.31824 0.96522 -0.23126  0.33
O 1.64657 0.13292 -0.12493  -0.64
H 1.00531 0.03472 0.58692  0.32
O -1.13355 -0.01144 -0.21790  -0.66
H -1.62120 -0.37117 0.53835  0.33
H 1.42110 -0.75025 -0.55119  0.32

---

Version c
The following is a quantum chemistry calculation of a 2-piece molecular cluster, H4O2 overall, from OMol25.

Calculated values
LUMO: 1.11 eV
highest occupied orbital energy: -0.420 hartree
multiplicity: 1
M: 36.0 g mol⁻¹
SMILES: O.O

Last column: Mulliken charge in e.
Atoms and positions in Å:
H 1.47848 -2.79392 1.11631  0.33
H 1.50581 -3.19491 2.74786  0.33
H -0.96239 2.94392 -2.60824  0.32
O 1.13935 -2.66345 2.02188  -0.65
H -1.76225 3.21969 -1.40944  0.31
O -1.39901 2.48866 -1.86838  -0.63

---

Most stable to least stable: version a, version b, version c

---

Version a
The following is a quantum chemistry calculation of a 2-piece molecular cluster, H4O2 overall, from OMol25.

Calculated values
LUMO: 0.67 eV
highest occupied orbital energy: -0.410 hartree
multiplicity: 1
M: 36.0 g mol⁻¹
SMILES: O.O

Last column: Mulliken charge in e.
Atoms and positions in Å:
H -1.31252 -0.67004 -0.14088  0.33
O 0.85766 0.86283 0.96062  -0.64
H 0.90374 1.75444 0.58398  0.32
O -0.70119 -0.89110 -0.84134  -0.68
H 0.43083 0.42279 0.15360  0.35
H -1.27375 -1.28108 -1.55094  0.32

---

Version b
The following is a quantum chemistry calculation of a 2-piece molecular cluster, H4O2 overall, from OMol25.

Calculated values
LUMO: 0.49 eV
highest occupied orbital energy: -0.428 hartree
multiplicity: 1
M: 36.0 g mol⁻¹
SMILES: O.O

Last column: Mulliken charge in e.
Atoms and positions in Å:
O 2.13167 -0.07615 -0.19820  -0.64
H 2.08628 -0.88813 0.37698  0.33
H 1.39383 0.43475 0.19877  0.31
H -2.15067 0.55391 0.51893  0.33
H -1.43844 0.22090 -0.75725  0.32
O -2.02266 -0.24527 -0.13924  -0.65

---

Version c
The following is a quantum chemistry calculation of a 2-piece molecular cluster, H4O2 overall, from OMol25.

Calculated values
LUMO: 0.82 eV
highest occupied orbital energy: -0.408 hartree
multiplicity: 1
M: 36.0 g mol⁻¹
SMILES: O.O

Last column: Mulliken charge in e.
Atoms and positions in Å:
H 1.84375 0.89893 -0.15336  0.31
H 2.19281 -0.49748 -0.00750  0.32
O -1.93977 0.16901 -0.09576  -0.64
O 1.39947 0.06986 -0.00938  -0.61
H -1.38502 -0.54255 -0.52461  0.32
H -2.11123 -0.09778 0.79061  0.31

---

Most stable to least stable: version a, version c, version b

---

Version a
The following is a quantum chemistry calculation of a 2-piece molecular cluster, H4O2 overall, from OMol25.

Calculated values
LUMO: 0.61 eV
highest occupied orbital energy: -0.431 hartree
multiplicity: 1
M: 36.0 g mol⁻¹
SMILES: O.O

Last column: Mulliken charge in e.
Atoms and positions in Å:
H -0.43738 0.79883 -1.05186  0.30
H -1.23285 1.58436 -0.08398  0.33
O 0.98465 -1.10599 1.09350  -0.64
H 0.28211 -1.33720 0.48219  0.32
H 1.72562 -1.06354 0.48943  0.32
O -1.32215 1.12354 -0.92928  -0.63

---

Version b
The following is a quantum chemistry calculation of a 2-piece molecular cluster, H4O2 overall, from OMol25.

Calculated values
LUMO: 0.42 eV
highest occupied orbital energy: -0.430 hartree
multiplicity: 1
M: 36.0 g mol⁻¹
SMILES: O.O

Last column: Mulliken charge in e.
Atoms and positions in Å:
H 1.49184 -0.70055 0.20806  0.32
O 2.14395 0.00030 -0.03636  -0.64
H -2.63307 0.56613 0.27997  0.32
H -1.28157 -0.21719 0.52307  0.31
H 1.61310 0.81124 0.06831  0.32
O -2.04274 -0.05775 -0.09856  -0.63

---

Most stable to least stable: version a, version b

---

Version a
The following is a quantum chemistry calculation of a 10-piece molecular cluster, C5H30N2O10 overall, from OMol25.

Calculated values
LUMO: 0.17 eV
highest occupied orbital energy: -0.361 hartree
multiplicity: 1
M: 278.3 g mol⁻¹
SMILES: CNCC[C@H](N)C=O.O.O.O.O.O.O.O.O.O

Last column: Mulliken charge in e.
Atoms and positions in Å:
C -3.01996 -0.60976 -0.30034  -0.18
H -2.49660 3.39794 0.49775  0.29
H -0.70133 3.31058 -3.15887  0.25
H 1.31426 -2.88240 -0.63813  0.44
H -1.18772 3.92963 -0.17775  0.38
C -0.31390 0.33342 1.10613  0.01
H 2.34073 0.21896 2.67072  0.20
H 0.76614 -3.60849 3.02614  0.27
H -0.41503 -0.67581 1.63572  -0.23
H 1.22881 3.60999 -0.34705  0.30
H 3.99513 -1.74272 0.70519  0.30
H 0.89959 1.58989 -3.17493  0.32
H -1.22106 1.15882 -0.66216  0.60
H 2.16422 -0.58918 -1.77182  0.26
N -1.68196 -1.44491 -2.23887  -0.52
H 1.95120 2.13613 2.52151  0.33
H 0.17675 0.19882 -1.18132  -0.30
C 1.60727 1.05085 2.47727  -1.10
C -1.61983 -0.98042 -0.78764  0.02
O 0.36164 3.27006 -0.33198  -0.72
C -0.69934 0.23157 -0.45438  -0.26
H 0.83368 1.07877 3.17420  0.47
O -1.89205 -1.49834 3.28409  -0.58
H -1.04132 1.00877 1.46271  0.54
H -1.84520 -0.66096 -2.81447  0.22
O 0.30278 -3.26527 2.19490  -0.62
O 1.66110 0.97535 -3.15173  -0.66
O 1.72973 -1.18271 -1.18024  -0.64
H 0.59257 2.36000 0.01839  0.45
H 1.68353 0.47982 0.55843  0.30
H -2.66959 -1.91792 3.58869  0.29
H 0.80428 -1.09909 -1.42448  0.37
H 0.88161 -3.29508 1.41636  0.35
O -2.19629 3.94989 -0.27254  -0.67
H 0.00544 2.88811 -1.81967  0.45
O -4.02063 -0.89867 -0.93455  -0.53
N 1.03829 0.98875 1.13371  -0.28
H -3.04507 -0.06372 0.62728  0.43
H -1.30149 -2.10291 2.91839  0.32
H -0.09914 -3.20053 -0.82296  0.31
H -1.28741 -1.83512 -0.18472  0.11
H -2.35959 -2.07923 -2.45708  0.24
H 2.34860 1.61447 -3.12155  0.29
O 0.03073 2.94299 -2.82398  -0.71
H 2.57695 -1.79240 0.40346  0.27
O 0.65580 -3.49667 -0.37416  -0.80
O 3.16370 -1.80127 1.18631  -0.59

---

Version b
The following is a quantum chemistry calculation of a 10-piece molecular cluster, C5H30N2O10 overall, from OMol25.

Calculated values
LUMO: 0.14 eV
highest occupied orbital energy: -0.333 hartree
multiplicity: 1
M: 278.3 g mol⁻¹
SMILES: C[C@H](CC=O)NCN.O.O.O.O.O.O.O.O.O

Last column: Mulliken charge in e.
Atoms and positions in Å:
H 0.18983 -0.43092 0.53289  0.13
O 1.69336 1.13731 -1.29375  -0.54
H 2.75885 4.10587 0.63114  0.28
H -1.46446 -3.35062 -0.57641  0.39
O -3.60607 -1.24505 0.88389  -0.61
H -0.42378 2.45154 -1.18594  0.27
H 1.22972 -0.17183 3.32296  0.42
O -3.81579 -0.07284 -1.82170  -0.71
H -1.65907 2.33804 -2.73837  0.34
H 2.35728 -1.31320 -2.03954  0.33
H -1.37128 -3.94666 2.18451  0.32
C 0.17219 0.00559 1.53677  0.88
H -1.82751 1.66119 0.55199  0.13
H -0.40380 -3.16330 1.31461  0.30
H 3.18275 -2.62272 -2.30664  0.29
H 2.33109 0.37685 2.05932  0.29
N -0.41680 2.93290 -0.31083  -0.62
H -1.33181 3.01461 1.49888  0.37
O 2.57126 0.85752 -3.93199  -0.65
N 0.15118 1.47548 1.48140  0.01
O 2.75502 3.15813 0.72767  -0.60
H -1.22328 -1.52219 1.56571  0.38
H 3.06648 2.50561 0.10699  0.29
C 2.07648 -1.64819 2.11471  -0.16
H -0.77467 -1.12386 3.26363  0.33
H 3.10861 -1.85177 2.45501  0.42
H -3.70846 -2.13650 0.54755  0.26
H 2.91916 1.05601 -3.06324  0.33
H -3.94204 0.68791 -1.24515  0.29
H -0.34506 -2.39452 -0.94698  0.24
C -0.94998 -0.73981 2.26264  -1.51
O -1.71900 1.42944 -2.41539  -0.70
H 1.07078 1.12587 -2.02807  0.38
H 2.41079 -0.06727 -4.11968  0.32
H -1.35813 0.91099 -3.13768  0.31
H -3.34906 -0.66735 0.16159  0.33
O -1.11625 -3.81494 1.26777  -0.65
O -1.23447 -2.64906 -1.21187  -0.61
C 1.48619 -0.29159 2.26103  -1.06
O 2.73117 -1.89218 -2.71066  -0.62
O 1.58869 -2.53124 1.43622  -0.51
H 0.33741 1.82708 2.41163  0.24
H -1.90326 -0.21438 2.31563  0.38
C -0.93858 2.21277 0.87226  -0.49
H 0.48266 3.28287 -0.01514  0.30
H -2.92711 0.14449 -2.17092  0.43
H 1.13875 1.16391 -0.49847  0.06

---

Most stable to least stable: version b, version a